The following is a quantum chemistry calculation of a molecular structure, C16H16O12Tl in a non-equilibrium geometry, from OMol25.

Element x y z (Å)
Tl: 0.56726 -0.97776 0.86414
C: 2.51005 3.71152 1.17255
C: 1.67958 2.55365 1.08121
C: 0.18824 2.74303 1.65702
O: -0.56652 1.76865 1.75216
C: -0.14043 3.97705 2.35428
C: 0.76088 4.97595 2.44208
C: 2.10613 4.87529 1.69851
O: 2.88815 5.83915 1.56126
O: 0.36005 6.00237 3.19054
O: 1.92408 1.45224 0.54757
H: 3.46943 3.59914 0.68948
H: -1.12822 4.11103 2.76987
C: 1.87516 0.77063 -3.77411
C: 1.34496 0.35069 -2.56392
C: 0.06265 1.19668 -2.09375
O: -0.56974 0.79541 -1.10186
C: -0.27716 2.40420 -2.82844
C: 0.46336 2.75369 -3.92749
C: 1.58883 1.94018 -4.38107
O: 2.26463 2.17888 -5.53276
O: 0.09306 3.82825 -4.58650
O: 1.73628 -0.62991 -1.85864
H: 2.72489 0.20114 -4.12060
H: -1.03153 3.03137 -2.37679
C: -2.25411 -3.01344 2.35778
C: -2.90398 -1.61746 2.51197
O: -2.46055 -0.73976 1.49849
O: -0.89534 -2.96682 2.50487
H: -2.50765 -3.49241 1.41207
H: -2.73083 -3.58885 3.15134
H: -2.41394 -1.20166 3.39236
H: -3.97582 -1.72801 2.67637
H: -3.02216 -0.00464 1.24200
H: -0.64660 -3.66737 3.11228
C: 0.55738 -4.58929 -0.44664
C: -0.82057 -4.13878 -1.05431
O: -0.87656 -2.68266 -1.02912
O: 0.85707 -3.93338 0.70134
H: 1.42293 -4.38707 -1.07753
H: 0.45667 -5.67224 -0.37466
H: -1.71686 -4.47697 -0.53430
H: -0.99160 -4.48311 -2.07426
H: -1.37270 -2.55216 -1.84055
H: 1.40113 -4.51646 1.23579

The LUMO energy comes out at -1.624 eV. The calculation puts the energy relative to the best compared isomer or geometry (same formula, charge and spin) at 0.0 kJ/mol. For the highest occupied orbital energy, the calculation gives -4.1015 eV. As for the net charge: -1. As for the total energy: -46107.58287 eV. The value obtained for the gap between HOMO and LUMO is 2.478 eV.



The following is a quantum chemistry calculation of a molecular structure, C16H17BN6NbO3S in a non-equilibrium geometry, from OMol25.

Element x y z (Å)
Nb: -0.46004 -0.50117 0.86072
C: -3.25492 2.69412 1.15681
C: -1.97523 2.32209 0.90303
N: -1.81699 0.97796 1.14167
N: -3.09860 0.49124 1.59693
C: -3.94678 1.51142 1.60447
B: -3.33731 -1.04464 1.66890
N: -2.22910 -1.63549 2.58061
C: -2.33273 -2.53858 3.58064
C: -1.04904 -2.79224 4.16981
C: -0.14747 -2.07743 3.41936
N: -0.80724 -1.25517 2.53586
N: -3.00866 -1.63093 0.22184
C: -3.78307 -2.24831 -0.63599
C: -3.10037 -2.45748 -1.85605
C: -1.80493 -2.03699 -1.64921
N: -1.71090 -1.48449 -0.41025
H: -3.56244 3.73758 1.08713
H: -1.19949 2.87935 0.44491
H: -4.95093 1.38416 2.01411
H: -4.42449 -1.32256 1.92218
H: -3.29959 -2.87370 3.86908
H: -0.79899 -3.50502 4.92832
H: 0.92982 -2.14141 3.28037
H: -4.79987 -2.44328 -0.38865
H: -3.49897 -2.88471 -2.76032
H: -0.98345 -1.97841 -2.33249
C: 4.65056 2.17175 -4.44977
C: 4.40083 1.82397 -2.99541
C: 4.57517 0.49344 -2.45886
C: 3.99442 0.02217 -1.28936
C: 3.10222 0.86515 -0.67346
C: 2.93675 2.16550 -1.13882
C: 3.69857 2.67303 -2.17839
S: 2.18983 0.21445 0.73870
O: 0.87724 1.03542 0.79784
O: 3.08655 0.29932 1.80167
O: 1.57790 -1.14355 0.52388
H: 4.98145 1.25719 -4.96837
H: 5.47815 2.91226 -4.54542
H: 3.76599 2.64906 -4.93495
H: 5.11445 -0.18963 -3.18185
H: 4.14794 -0.99352 -0.99683
H: 2.26697 2.89125 -0.65138
H: 3.60676 3.70684 -2.35302

The LUMO energy comes out at -12.945 eV. The calculation puts the energy relative to the best compared isomer or geometry (same formula, charge and spin) at 0.0 kJ/mol. For the highest occupied orbital energy, the calculation gives -16.7908 eV. As for the net charge: +3. As for the total energy: -44984.34961 eV. The value obtained for the gap between HOMO and LUMO is 3.845 eV.



The following is a quantum chemistry calculation of C16H17Cl2N3O in the gas phase in a non-equilibrium geometry, from OMol25.

Element x y z (Å)
Cl: 1.01395 1.25172 3.87699
C: 2.26677 1.75178 2.75074
C: 3.20491 2.70629 3.15127
C: 4.22355 3.12734 2.30322
C: 4.29920 2.59795 1.02553
C: 3.31600 1.69056 0.56727
Cl: 3.59858 1.08385 -1.07365
C: 2.29765 1.24670 1.43242
C: 1.38079 0.15119 1.06193
C: 1.98154 -1.03302 0.73097
N: 1.32185 -2.28706 0.53706
C: 0.02824 -2.64841 0.89939
N: -0.10912 -3.95172 0.81677
C: 1.13774 -4.35202 0.40178
N: 2.01272 -3.40514 0.24752
O: 0.01957 0.28990 1.13241
C: -0.52453 1.54587 0.67207
C: -2.02606 1.49767 0.91206
C: -2.81414 0.54092 -0.01232
C: -2.60880 0.92624 -1.46994
C: -1.10019 0.84559 -1.78598
C: -0.31614 1.80410 -0.83770
H: 3.16809 3.09497 4.18044
H: 4.93279 3.84360 2.65198
H: 5.05893 2.89337 0.32588
H: 3.05725 -1.05623 0.65130
H: -0.78544 -1.95796 1.12729
H: 1.34104 -5.38391 0.26095
H: -0.10482 2.36732 1.28467
H: -2.43741 2.49168 0.77642
H: -2.22552 1.21599 1.96742
H: -2.40913 -0.47023 0.13194
H: -3.85204 0.52901 0.27159
H: -2.96448 1.93225 -1.66414
H: -3.16176 0.22321 -2.10014
H: -0.95234 1.15603 -2.79991
H: -0.73162 -0.20214 -1.68171
H: 0.73409 1.73711 -1.13524
H: -0.63383 2.84351 -0.95062

The LUMO energy comes out at 0.421 eV. The calculation puts the energy relative to the best compared isomer or geometry (same formula, charge and spin) at 0.0 kJ/mol. For the highest occupied orbital energy, the calculation gives -8.4555 eV. Its SMILES is Clc1cccc(Cl)c1/C(=C/n1cncn1)OC1CCCCC1. As for the total energy: -48429.87505 eV. The value obtained for the gap between HOMO and LUMO is 8.876 eV.



The following is a quantum chemistry calculation of C16H17ClF2N2O4S in the gas phase in a non-equilibrium geometry, from OMol25.

Element x y z (Å)
O: -2.47659 -2.41773 0.55388
C: -1.51135 -1.81919 0.96557
N: -1.04565 -2.15657 2.19316
S: -1.10075 -3.75531 2.60948
O: -2.37684 -4.20963 3.21874
O: -0.56025 -4.60247 1.50907
N: 0.04080 -3.63083 3.93038
C: -0.57284 -3.13276 5.18638
C: -0.44234 -4.56504 5.72994
F: 0.14290 -4.65584 6.95571
C: 0.43799 -4.90049 4.54776
C: -0.80192 -0.91065 0.01582
C: -1.13082 -0.96100 -1.35772
C: -0.40704 -0.17885 -2.28154
Cl: -0.70489 -0.27241 -3.97376
C: 0.60061 0.67639 -1.86734
O: 1.31569 1.40971 -2.80411
C: 1.13232 2.82320 -2.76803
C: 1.93543 3.52618 -3.86901
C: 1.07475 4.61582 -4.40786
C: 0.58411 5.67756 -3.39785
C: -0.30553 4.53122 -3.82417
C: -0.33218 3.27350 -3.00450
C: 0.93473 0.73422 -0.49562
C: 0.25416 -0.05831 0.43409
F: 0.69073 -0.02328 1.70642
H: -0.15746 -1.75616 2.40818
H: -1.60563 -2.73081 5.19333
H: 0.10566 -2.46591 5.78097
H: -1.37277 -5.06924 5.70819
H: 1.51184 -4.97949 4.74655
H: 0.06645 -5.77419 4.02755
H: -1.91122 -1.60720 -1.74206
H: 1.44331 3.21391 -1.82327
H: 2.21499 2.83933 -4.65709
H: 2.86292 3.98506 -3.47077
H: 1.23157 4.92148 -5.45988
H: 0.43124 6.68776 -3.81610
H: 0.96392 5.67410 -2.39154
H: -1.16786 4.81903 -4.38953
H: -0.81589 3.38210 -2.01743
H: -0.88518 2.52527 -3.52255
H: 1.70889 1.31753 -0.07941

The LUMO energy comes out at -0.293 eV. The calculation puts the energy relative to the best compared isomer or geometry (same formula, charge and spin) at 13.6 kJ/mol. For the highest occupied orbital energy, the calculation gives -9.6082 eV. Its SMILES is O=C(NS(=O)(=O)N1CC(F)C1)c1cc(Cl)c(O[C@H]2C[C@@H]3C[C@@H]3C2)cc1F. As for the total energy: -56827.47904 eV. The value obtained for the gap between HOMO and LUMO is 9.315 eV.



The following is a quantum chemistry calculation of C16H17ClN2O3S in the gas phase in a non-equilibrium geometry, from OMol25.

Element x y z (Å)
O: -0.38585 -1.00824 1.48084
S: 0.82397 -0.23349 1.57442
O: 1.99750 -0.90869 2.03197
C: 0.58441 1.20684 2.62716
C: 1.75076 1.76804 3.11961
C: 1.70183 2.87880 3.94148
C: 0.47233 3.42880 4.27435
C: -0.69730 2.87565 3.78711
C: -0.64298 1.76042 2.95692
Cl: -2.10750 1.09311 2.35540
N: 1.20834 0.52392 0.13646
C: 0.09397 1.13297 -0.55541
C: -0.79006 0.11207 -1.28437
C: 0.04107 -1.05235 -1.87758
O: 0.00261 -2.19167 -1.04702
C: -0.50557 -1.44630 -3.24118
C: -0.60395 -0.52915 -4.28197
C: -1.09551 -0.94479 -5.50740
C: -1.47413 -2.27093 -5.64882
N: -1.38468 -3.15264 -4.66958
C: -0.91259 -2.75106 -3.50375
C: 1.50964 -0.59775 -2.06215
C: 2.14275 -0.17764 -0.73327
H: 2.68248 1.29713 2.85098
H: 2.61330 3.31042 4.32387
H: 0.42232 4.29292 4.91903
H: -1.65760 3.29554 4.04002
H: 0.51181 1.85658 -1.26188
H: -0.49218 1.68385 0.18161
H: -1.35130 0.62364 -2.06721
H: -1.51177 -0.31665 -0.58717
H: -0.14363 -1.92879 -0.12482
H: -0.30287 0.50092 -4.14599
H: -1.18209 -0.25404 -6.33231
H: -1.86660 -2.64607 -6.58494
H: -0.85206 -3.50011 -2.72829
H: 1.53961 0.23062 -2.77051
H: 2.07692 -1.42887 -2.48163
H: 2.99779 0.48325 -0.92032
H: 2.49896 -1.04749 -0.18052

The LUMO energy comes out at 0.269 eV. The calculation puts the energy relative to the best compared isomer or geometry (same formula, charge and spin) at 172.5 kJ/mol. For the highest occupied orbital energy, the calculation gives -9.2910 eV. Its SMILES is O=S(=O)(c1ccccc1Cl)N1CCC(O)(c2cccnc2)CC1. As for the total energy: -49347.73141 eV. The value obtained for the gap between HOMO and LUMO is 9.560 eV.



The following is a quantum chemistry calculation of a molecular structure, C16H17ClN2O3S in a non-equilibrium geometry, from OMol25.

Element x y z (Å)
O: -0.22535 -1.10322 1.60442
S: -0.71224 -1.34075 0.21806
O: -0.85712 -2.59530 -0.23612
N: -0.01421 -0.53157 -1.01354
C: 0.32138 0.67663 -0.78634
C: 1.48127 0.84064 0.31956
H: 1.90117 1.78672 0.33409
H: 1.22108 0.82129 1.18880
C: 2.51028 -0.15592 -0.16353
C: 4.01808 0.31719 0.03674
C: 4.85431 -0.03214 0.90316
C: 6.09058 0.38569 0.84690
C: 6.52180 1.20754 0.05166
N: 5.64269 2.05098 -0.60458
C: 4.39177 1.44676 -0.82446
H: 3.66140 1.94612 -1.24886
H: 7.52063 1.67425 0.22666
H: 6.90210 -0.20525 1.67515
H: 4.72707 -0.98079 1.40774
C: 2.32126 -0.61307 -1.40690
C: 0.89897 -1.23506 -1.82146
H: 0.56488 -1.10098 -2.63945
H: 0.88742 -2.15429 -1.34419
H: 2.45711 0.22819 -2.02662
H: 3.08466 -1.26294 -1.98744
O: 2.52948 -1.25429 0.80317
H: 1.54715 -1.52597 1.14279
H: 0.50351 1.55902 -1.59967
H: -0.64518 1.26408 -0.02041
C: -2.42236 -0.55187 0.24724
C: -2.89437 0.31978 1.21506
C: -4.17145 0.80803 1.08367
C: -4.87386 0.75853 0.07738
C: -4.47650 -0.13998 -1.05829
C: -3.25218 -0.69778 -0.96715
H: -2.79554 -1.01175 -1.75582
H: -5.04036 -0.08654 -2.09166
Cl: -6.44218 1.51225 0.24666
H: -4.52736 1.44459 2.06611
H: -2.39980 0.39530 2.24052

The LUMO energy comes out at 0.096 eV. The calculation puts the energy relative to the best compared isomer or geometry (same formula, charge and spin) at 1357.8 kJ/mol. For the highest occupied orbital energy, the calculation gives -9.4313 eV. As for the total energy: -49335.44704 eV. The value obtained for the gap between HOMO and LUMO is 9.528 eV.